Entry 1:
Density functional theory data (ωB97M-V/def2-TZVPD) for a cluster of 2 separate species, C34H34FN2 in total in a non-equilibrium geometry.

Its gap between HOMO and LUMO is 4.2316 eV. The net charge is +1.

XYZ file:
```
71
Properties=species:S:1:pos:R:3:mulliken_charge:R:1
C -4.426 4.174 1.692 -1.4478
C -3.691 2.863 1.647 0.4568
C -2.458 2.771 0.992 -0.9601
C -1.784 1.546 0.884 1.2908
C -0.481 1.547 0.183 -1.2880
C -2.395 0.373 1.380 0.2178
N -1.749 -0.859 1.181 0.3523
C -0.388 -0.961 1.117 -0.9988
N -0.132 -2.287 1.324 0.9951
C 1.144 -2.863 1.608 -0.0691
C 1.829 -2.537 2.786 1.1393
C 1.231 -1.589 3.770 -1.3280
C 3.061 -3.157 3.048 -0.9331
C 3.626 -4.078 2.155 0.6129
C 4.982 -4.686 2.414 -1.4057
C 2.897 -4.413 1.007 -1.0157
C 1.655 -3.820 0.730 0.7979
C 0.903 -4.150 -0.514 -1.4319
C -1.334 -3.024 1.263 -0.6045
C -2.325 -2.148 1.170 -0.9473
C -3.560 0.465 2.165 1.1865
C -4.092 -0.666 2.982 -1.7625
C -4.207 1.708 2.249 -1.1444
H -5.339 4.092 2.292 0.3458
H -3.798 4.966 2.123 0.3391
H -4.710 4.508 0.684 0.3121
H -2.009 3.659 0.541 0.4215
H 0.105 0.589 0.353 0.2136
H -0.639 1.696 -0.893 0.2422
H 0.126 2.400 0.519 0.4742
H 2.015 -1.281 4.472 0.4283
H 0.825 -0.695 3.279 0.1719
H 0.434 -2.053 4.373 0.2986
H 3.590 -2.899 3.967 0.3956
H 5.277 -5.336 1.582 0.3458
H 5.758 -3.916 2.531 0.3325
H 4.994 -5.289 3.333 0.3206
H 3.300 -5.139 0.297 0.2883
H 1.548 -4.752 -1.159 0.4422
H -0.008 -4.729 -0.311 0.3066
H 0.622 -3.245 -1.071 0.1363
H -1.352 -4.094 1.351 0.6324
H -3.383 -2.314 1.147 0.6236
H -4.911 -0.275 3.597 0.3740
H -4.529 -1.466 2.375 0.3254
H -3.353 -1.098 3.672 0.3086
H -5.140 1.760 2.812 0.2622
F -1.755 2.343 -6.468 -0.2988
C -1.182 1.439 -5.604 0.0683
C -1.519 0.095 -5.750 -0.4672
C -0.898 -0.819 -4.882 -0.5414
C -0.026 -0.388 -3.895 -0.6476
C 0.282 1.002 -3.721 1.5474
C 1.136 1.333 -2.634 -0.7499
C 1.758 2.576 -2.316 1.2468
C 2.794 2.542 -1.322 -0.3874
C 3.427 3.700 -0.896 -0.7277
C 3.083 4.940 -1.464 -0.3107
C 2.101 4.998 -2.464 -0.9572
C 1.432 3.848 -2.871 -0.1688
C -0.282 1.915 -4.663 -0.5555
H -2.210 -0.228 -6.525 0.4684
H -1.102 -1.886 -4.992 0.4086
H 0.463 -1.108 -3.229 0.3781
H 1.426 0.485 -2.006 0.1899
H 3.078 1.568 -0.907 0.3989
H 4.203 3.640 -0.128 0.4024
H 3.597 5.847 -1.146 0.4156
H 1.855 5.951 -2.938 0.4163
H 0.642 3.940 -3.610 0.3223
H -0.033 2.970 -4.663 0.4957
```

Entry 2:
Density functional theory data (ωB97M-V/def2-TZVPD) for an isolated molecule of C4H12N2 in a non-equilibrium geometry.

Its gap between HOMO and LUMO is 10.2059 eV. The SMILES is NCCCCN. The energy above the lowest of the compared OMol25 structures with the same formula, charge and spin is 16.7 kcal per mole. The net charge is 0.

XYZ file:
```
18
Properties=species:S:1:pos:R:3:mulliken_charge:R:1
C -1.186 -0.043 0.288 -0.5851
C -0.636 0.155 -1.142 -0.8593
C 0.439 -0.873 -1.510 -0.3125
N 1.758 -0.227 -1.685 -0.6029
C -0.062 0.085 1.379 -0.3834
N -0.349 0.891 2.551 -0.6572
H -1.656 -1.021 0.362 0.2852
H -1.925 0.746 0.458 0.3574
H -0.288 1.152 -1.410 0.4562
H -1.513 0.017 -1.783 0.2988
H 0.210 -1.250 -2.510 0.3060
H 0.508 -1.698 -0.806 0.2838
H 1.922 0.526 -1.042 0.2159
H 2.476 -0.909 -1.640 0.2152
H 0.278 -0.909 1.661 0.3466
H 0.772 0.572 0.872 0.1654
H -0.782 1.769 2.297 0.2323
H -0.974 0.415 3.198 0.2376
```

Entry 3:
Density functional theory data (ωB97M-V/def2-TZVPD) for an isolated molecule of C4H4N2O3 in a non-equilibrium geometry.

Its gap between HOMO and LUMO is 8.1576 eV. The SMILES is [NH3+]C1=C([O-])NC(=O)C1=O. The energy above the lowest of the compared OMol25 structures with the same formula, charge and spin is 34.1 kcal per mole. The net charge is 0.

XYZ file:
```
13
Properties=species:S:1:pos:R:3:mulliken_charge:R:1
C 0.449 -0.125 -0.016 -0.4423
C -0.659 -0.983 -0.039 1.2576
C -0.011 1.321 -0.047 0.0435
C -1.847 -0.082 -0.033 -0.0348
N -1.418 1.232 -0.052 0.0022
N 1.778 -0.664 0.025 -0.2715
O -0.600 -2.219 0.047 -0.7441
O 0.646 2.335 0.052 -0.6295
O -3.022 -0.379 0.046 -0.5548
H -1.965 2.075 -0.230 0.2379
H 2.457 -0.293 -0.741 0.3920
H 1.801 -1.720 0.160 0.3864
H 2.392 -0.499 0.826 0.3574
```

Entry 4:
Density functional theory data (ωB97M-V/def2-TZVPD) for a cluster of 3 separate species, C4H15NO2 in total in a non-equilibrium geometry.

Its gap between HOMO and LUMO (spin up / spin down) is 10.1672 / 5.0060 eV. The energy above the lowest of the compared OMol25 structures with the same formula, charge and spin is 27.3 kcal per mole. The net charge is +1. Its multiplicity is 2.

XYZ file:
```
22
Properties=species:S:1:pos:R:3:mulliken_charge:R:1
C -1.649 -1.931 1.276 -1.0970
C -0.851 -0.655 1.067 -0.4812
C 0.157 -0.722 -0.094 -0.5478
C -0.485 -1.226 -1.456 -0.5175
N -0.586 -0.415 -2.598 -0.1381
H -2.374 -1.877 2.080 0.3510
H -0.920 -2.703 1.521 0.3230
H -2.148 -2.212 0.350 0.3362
H -1.523 0.156 0.765 0.3165
H -0.229 -0.225 1.850 0.3243
H 0.712 0.181 -0.352 0.4498
H 0.886 -1.518 0.069 0.3510
H -1.488 -1.636 -1.362 0.3667
H 0.085 -2.119 -1.776 0.3054
H 0.118 0.316 -2.713 0.3065
H -1.537 -0.076 -2.713 0.3457
H 3.893 1.498 1.478 0.2995
H 3.319 2.339 2.520 0.3195
O 3.840 2.433 1.711 -0.6194
H -0.456 3.698 -0.519 0.3131
H 0.853 3.289 -0.971 0.3063
O 0.383 3.407 -0.134 -0.6135
```

Entry 5:
Density functional theory data (ωB97M-V/def2-TZVPD) for a structure of composition C16H15BF5N5O2Ru in a non-equilibrium geometry.

Its gap between HOMO and LUMO (spin up / spin down) is 7.9878 / 5.0184 eV. The net charge is +2. Its multiplicity is 5.

XYZ file:
```
45
Properties=species:S:1:pos:R:3:mulliken_charge:R:1
Ru -1.067 -0.658 -0.127 -0.1050
C 0.830 2.852 2.861 -1.1576
N 1.652 1.716 2.439 0.1363
C 3.051 1.683 2.870 -1.1447
C 1.074 0.758 1.702 0.4272
N -0.136 0.807 1.241 -0.1650
N 1.872 -0.372 1.490 0.0217
C 1.681 -1.485 0.720 0.5113
N 2.665 -2.390 0.788 -0.3604
N 0.645 -1.666 -0.060 -0.0468
H 1.388 3.433 3.588 0.3447
H -0.086 2.511 3.344 0.4533
H 0.583 3.500 2.018 0.3652
H 3.370 2.699 3.078 0.3740
H 3.706 1.316 2.080 0.4364
H 3.186 1.092 3.779 0.3489
H -0.629 1.657 1.475 0.0262
H 2.728 -0.377 2.021 0.1611
H 3.428 -2.314 1.440 0.1900
H 2.572 -3.272 0.311 0.2092
H 0.673 -2.543 -0.566 0.0563
F -0.617 -3.343 2.429 -0.3114
C -1.798 -2.719 2.302 0.7205
C -2.000 -1.797 1.301 -0.7767
C -3.224 -1.183 1.259 1.5987
F -3.304 -0.246 0.229 -0.3307
C -4.262 -1.402 2.126 -0.4318
F -5.418 -0.766 2.053 -0.2557
C -4.028 -2.349 3.116 0.8034
F -4.979 -2.620 3.988 -0.2617
C -2.805 -3.006 3.208 -0.2194
F -2.618 -3.891 4.174 -0.2576
O -1.453 0.925 -3.030 -0.4263
B -0.661 0.183 -2.102 0.4033
O 0.644 0.044 -2.713 -0.3514
C 0.583 0.577 -3.923 0.7180
C 1.562 0.636 -4.901 -0.8359
C 1.188 1.266 -6.062 -0.4244
C -0.136 1.821 -6.258 -0.3897
C -1.115 1.756 -5.298 -0.8799
C -0.739 1.131 -4.122 0.9494
H 2.547 0.215 -4.756 0.4974
H 1.904 1.357 -6.869 0.4342
H -0.353 2.304 -7.202 0.4396
H -2.106 2.162 -5.443 0.5058
```

Entry 6:
Density functional theory data (ωB97M-V/def2-TZVPD) for a structure of composition C27H35Cl3GeN6O6PReS2Te.

Its gap between HOMO and LUMO is 6.1421 eV. The energy above the lowest of the compared OMol25 structures with the same formula, charge and spin is 22.3 kcal per mole. The net charge is +2.

XYZ file:
```
83
Properties=species:S:1:pos:R:3:mulliken_charge:R:1
Re 1.299 -0.841 -0.270 2.0947
N 3.218 -1.257 0.733 -0.0997
C 3.063 -1.699 2.112 0.6655
C 4.099 -2.118 2.892 -0.4586
C 3.853 -2.544 4.216 -0.8330
C 2.587 -2.521 4.729 -0.9676
C 1.501 -2.079 3.936 0.5132
C 0.171 -1.984 4.408 -0.8220
C -0.796 -1.494 3.578 -1.7358
C -0.456 -1.134 2.260 -0.2622
N 0.754 -1.268 1.765 0.5692
C 1.746 -1.697 2.606 -0.0659
H 3.773 -1.953 0.223 0.0330
H 3.797 -0.416 0.701 0.2949
H 5.108 -2.137 2.498 0.5540
H 4.679 -2.886 4.822 0.4593
H 2.399 -2.836 5.747 0.4771
H -0.059 -2.281 5.423 0.4793
H -1.820 -1.390 3.908 0.6605
H -1.206 -0.727 1.596 0.9042
N -5.453 2.653 -4.725 -0.4598
C -4.378 2.425 -3.936 1.0528
C -4.486 1.608 -2.794 -0.9257
C -3.394 1.403 -1.983 -0.6232
C -2.167 1.985 -2.301 0.0352
C -2.043 2.804 -3.420 -0.3031
C -3.136 3.019 -4.226 -0.9859
S -0.871 1.657 -1.170 0.2983
O -1.338 1.794 2.674 -0.3943
O 0.240 2.695 -1.728 -0.4889
N -0.251 0.216 -1.482 0.5125
C 0.465 0.073 -2.700 0.2303
N 0.019 0.354 -3.894 -0.3412
C 0.908 0.197 -4.886 -0.5688
C 2.206 -0.227 -4.664 -0.9268
C 2.567 -0.528 -3.362 -0.1671
N 1.687 -0.373 -2.374 0.1042
H -6.330 2.198 -4.552 0.1956
H -5.373 3.200 -5.563 0.1962
H -5.440 1.162 -2.544 0.3663
H -3.497 0.796 -1.089 0.5170
H -1.094 3.253 -3.670 0.4598
H -3.042 3.655 -5.097 0.3378
H 0.555 0.422 -5.884 0.5352
H 2.907 -0.347 -5.476 0.4636
H 3.545 -0.914 -3.101 0.4902
O -0.334 -2.253 -0.563 -1.0630
S -1.850 -1.979 -0.677 0.6108
C -2.555 -3.570 -0.211 -0.8897
C -3.688 -3.782 -1.204 -0.6630
C -3.095 -3.464 -2.579 -0.7886
C -2.267 -2.182 -2.436 0.0040
H -2.851 -3.540 0.835 0.4159
H -1.743 -4.288 -0.347 0.3363
H -4.524 -3.114 -0.982 0.2977
H -4.065 -4.802 -1.139 0.4201
H -3.871 -3.339 -3.331 0.3747
H -2.449 -4.280 -2.903 0.3342
H -2.786 -1.278 -2.755 0.4606
H -1.301 -2.229 -2.940 -0.1582
Cl 1.349 -4.812 -0.010 -0.3557
Ge 1.879 -3.076 -1.202 0.6742
Cl 4.053 -3.373 -1.477 -0.4189
Cl 1.075 -3.507 -3.174 -0.3260
C -0.810 3.961 3.628 -1.4994
C -0.643 2.972 2.507 0.4259
O 0.797 2.666 2.429 0.0188
P 1.692 2.485 1.158 -0.3748
O 1.615 1.098 0.623 0.0630
Te 1.113 4.095 -0.589 0.2724
O 3.112 2.947 1.594 -0.2395
C 3.772 2.473 2.829 0.0800
C 3.667 3.519 3.906 -1.2110
H -1.867 4.189 3.756 0.3974
H -0.277 4.885 3.411 0.3888
H -0.416 3.544 4.557 0.4174
H -0.931 3.382 1.539 0.1316
H -1.384 1.585 3.616 0.3235
H 4.801 2.297 2.527 0.3937
H 3.317 1.525 3.121 0.1183
H 4.129 4.451 3.583 0.3550
H 4.194 3.169 4.794 0.3983
H 2.628 3.706 4.174 0.2050
```